Entry 1:
Formula: C4H7NO
Source: the OMol25 dataset
Level of theory: ωB97M-V with the def2-TZVPD basis set

Summary:
* HOMO-LUMO gap: 10.92 eV
* structure (SMILES): NC(=O)C1CC1
* ΔE to the lowest compared entry with this formula, charge and spin: 34.4 kcal/mol
* E_HOMO: -9.90 eV

```
! RIJCOSX wB97M-V def2-TZVPD def2/J DEFGRID3
* xyz 0 1
O -1.291 -0.940 -0.977
N -2.207 0.449 0.362
C 0.278 0.339 0.316
C 1.391 0.251 -0.702
C 1.318 -0.755 0.392
C -1.072 -0.073 -0.125
H -2.769 -0.145 -0.312
H 2.030 -0.698 1.211
H 0.981 -1.755 0.133
H 0.335 1.135 1.052
H 1.112 -0.070 -1.703
H -2.263 1.242 1.007
H 2.158 1.019 -0.655
*
```


Entry 2:
Formula: C4H7NO
Source: the OMol25 dataset
Level of theory: ωB97M-V with the def2-TZVPD basis set

Summary:
* HOMO-LUMO gap: 10.07 eV
* structure (SMILES): C[C@H]1CNC1=O
* ΔE to the lowest compared entry with this formula, charge and spin: 74.7 kcal/mol
* E_HOMO: -9.12 eV

```
! RIJCOSX wB97M-V def2-TZVPD def2/J DEFGRID3
* xyz 0 1
O -0.332 2.171 -0.408
N -1.763 0.321 -0.342
C -0.571 0.989 -0.440
C -1.214 -0.995 -0.082
C 1.575 0.049 0.593
C 0.363 -0.186 -0.372
H -0.462 -1.158 0.659
H 0.708 -0.651 -1.279
H 2.214 -0.830 0.748
H -2.562 0.773 0.091
H 2.216 0.812 0.116
H -1.398 -1.689 -0.903
H 1.319 0.460 1.579
*
```


Entry 3:
Formula: C4H7NO
Source: the OMol25 dataset
Level of theory: ωB97M-V with the def2-TZVPD basis set

Summary:
* HOMO-LUMO gap: 9.48 eV
* ΔE to the lowest compared entry with this formula, charge and spin: 103.7 kcal/mol
* E_HOMO: -8.66 eV

```
! RIJCOSX wB97M-V def2-TZVPD def2/J DEFGRID3
* xyz 0 1
O 0.907 0.070 0.258
N -1.623 0.973 0.266
C 2.327 -0.081 0.360
C -1.958 -0.422 0.106
C -1.042 0.245 -0.871
C 0.392 -0.143 -0.932
H -1.531 -1.157 0.786
H 2.714 -0.415 -0.605
H -0.896 1.065 0.974
H -2.980 -0.619 -0.208
H 2.554 -0.797 1.153
H -1.457 0.509 -1.840
H 2.730 0.900 0.623
*
```


Entry 4:
Formula: C4H7NO
Source: the OMol25 dataset
Level of theory: ωB97M-V with the def2-TZVPD basis set

Summary:
* HOMO-LUMO gap: 10.39 eV
* structure (SMILES): C[C@H]1NCC1=O
* ΔE to the lowest compared entry with this formula, charge and spin: 40.8 kcal/mol
* E_HOMO: -9.66 eV

```
! RIJCOSX wB97M-V def2-TZVPD def2/J DEFGRID3
* xyz 0 1
O 1.006 -1.058 -1.839
N -0.832 -0.428 0.716
C -0.158 -1.680 0.333
C -0.130 1.741 -0.448
C 0.515 -0.852 -0.769
C 0.236 0.385 0.101
H 0.658 -1.970 1.026
H -0.777 -2.556 0.129
H -0.967 1.642 -1.141
H 0.727 2.195 -0.958
H -0.976 -0.283 1.709
H 1.122 0.462 0.765
H -0.425 2.403 0.376
*
```


Entry 5:
Formula: C4H7NO
Source: the OMol25 dataset
Level of theory: ωB97M-V with the def2-TZVPD basis set

Summary:
* HOMO-LUMO gap: 10.32 eV
* structure (SMILES): C[C@H]1CN1C=O
* ΔE to the lowest compared entry with this formula, charge and spin: 82.1 kcal/mol
* E_HOMO: -9.40 eV

```
! RIJCOSX wB97M-V def2-TZVPD def2/J DEFGRID3
* xyz 0 1
O -0.129 -2.583 -0.794
N -0.369 -0.527 -0.212
C -0.382 -1.807 0.115
C -0.019 -0.176 -1.488
C -0.366 0.855 -0.038
C 0.577 1.388 1.068
H 1.002 -0.436 -1.811
H 1.626 1.443 0.774
H 0.284 2.377 1.449
H 0.526 0.714 1.942
H -1.381 1.258 0.118
H -0.749 -0.447 -2.274
H -0.619 -2.059 1.152
*
```


Entry 6:
Formula: C4H7NO
Source: the OMol25 dataset
Level of theory: ωB97M-V with the def2-TZVPD basis set

Summary:
* HOMO-LUMO gap: 10.45 eV
* structure (SMILES): O=CCN1CC1
* ΔE to the lowest compared entry with this formula, charge and spin: 91.1 kcal/mol
* E_HOMO: -9.56 eV

```
! RIJCOSX wB97M-V def2-TZVPD def2/J DEFGRID3
* xyz 0 1
O -2.889 0.264 0.400
N 0.524 -0.449 0.602
C -0.519 0.378 1.173
C 0.526 -0.620 -1.057
C -1.716 0.113 0.220
C 1.498 0.129 -0.263
H 0.078 -0.086 -1.923
H -0.307 1.462 1.200
H 1.435 1.211 -0.383
H 2.495 -0.269 -0.194
H 0.666 -1.667 -1.288
H -0.800 0.062 2.189
H -1.198 -0.328 -0.680
*
```


Entry 7:
Formula: C4H7NO
Source: the OMol25 dataset
Level of theory: ωB97M-V with the def2-TZVPD basis set

Summary:
* HOMO-LUMO gap: 10.69 eV
* structure (SMILES): C[C@H]1CN1C=O
* ΔE to the lowest compared entry with this formula, charge and spin: 41.9 kcal/mol
* E_HOMO: -9.76 eV

```
! RIJCOSX wB97M-V def2-TZVPD def2/J DEFGRID3
* xyz 0 1
O 2.812 1.017 0.111
N 0.615 0.444 0.042
C -0.338 -0.597 -0.108
C 1.833 0.551 0.644
C 0.239 0.122 -1.299
C -1.662 -0.243 0.510
H 0.957 -0.398 -1.935
H -2.400 -1.029 0.339
H 0.008 -1.621 0.062
H -2.035 0.714 0.130
H -1.452 -0.101 1.566
H -0.365 0.887 -1.777
H 1.788 0.255 1.715
*
```


Entry 8:
Formula: C4H7NO
Source: the OMol25 dataset
Level of theory: ωB97M-V with the def2-TZVPD basis set

Summary:
* HOMO-LUMO gap (spin up / spin down): 7.77 / 7.77 eV
* ΔE to the lowest compared entry with this formula, charge and spin: 125.5 kcal/mol
* E_HOMO (spin up / spin down): -8.18 / -8.17 eV

```
! RIJCOSX wB97M-V def2-TZVPD def2/J DEFGRID3
* xyz 0 1
O -0.891 0.208 -0.931
N -1.700 -0.001 1.347
C 1.331 0.628 0.201
C 0.461 -0.240 -0.678
C -1.652 0.713 0.378
C -0.228 -1.387 -0.113
H 0.920 -0.425 -1.653
H 0.879 0.773 1.184
H 1.477 1.605 -0.271
H -2.022 1.679 0.031
H -0.672 -2.092 -0.806
H -0.274 -1.602 0.944
H 2.310 0.154 0.322
*
```


E, record by record: -286.576809 -286.512562 -286.466390 -286.566555 -286.500820 -286.486451 -286.564802 -286.431706 a.u.